# 1
# C5H4N2

C5H4N2 as an isolated structure (ωB97M-V/def2-TZVPD, OMol25).

Structure (XYZ):
```
11
Properties=species:S:1:pos:R:3:forces:R:3:mulliken_charge:R:1
C -0.06174 1.75064 -0.04142 -0.390 0.212 0.256 -1.01
N 1.88934 -1.43546 -0.07695 1.412 -1.292 0.283 -0.28
N 0.89347 -2.18464 -0.01762 -0.482 1.468 -0.295 -0.21
C 1.72125 -0.12806 -0.00990 -1.776 0.393 -0.076 -0.08
C -0.31262 -1.34187 0.02692 -0.615 -0.920 0.126 -0.02
C 0.54980 0.41658 0.03061 1.387 0.112 -0.273 0.50
C -1.52770 -1.57422 0.06620 0.939 0.343 0.192 -0.18
H -0.93243 1.84789 0.60456 -0.128 -0.135 -0.087 0.31
H 0.65586 2.50039 0.29621 0.105 -0.182 -0.004 0.32
H -0.33830 2.02051 -1.06135 -0.101 -0.178 -0.006 0.25
H -2.53694 -1.87177 0.18275 -0.351 0.178 -0.117 0.39
```
Forces are in eV/Å.

Values from the calculation:
Total charge: 0
Lowest unoccupied orbital energy (spin up / spin down) (eV): -1.032 / -0.892
Gap between HOMO and LUMO (spin up / spin down) (eV): 8.12 / 8.14


# 2
# C5H6O2

C5H6O2 as an isolated structure (ωB97M-V/def2-TZVPD, OMol25).

Structure (XYZ):
```
13
Properties=species:S:1:pos:R:3:forces:R:3:mulliken_charge:R:1
C -1.55074 -0.71029 0.02217 0.064 0.033 -0.037 -1.34
C -0.23019 -0.04774 0.24363 -0.313 0.022 -0.123 0.98
C 0.16190 1.35733 0.06630 -0.061 0.207 0.138 -0.66
C 0.95379 0.27548 -0.65918 0.146 -0.110 -0.308 -0.30
C 1.69942 -0.56851 0.31699 0.631 -0.385 -0.033 0.42
O 2.73400 -1.16479 0.34676 -0.661 0.569 0.114 -0.55
O 0.65070 -0.66148 1.21905 0.151 -0.131 0.126 -0.39
H -2.26918 -0.42073 0.79626 0.144 -0.033 -0.083 0.31
H -1.43240 -1.79701 0.05027 -0.001 0.154 -0.075 0.35
H -1.95155 -0.41561 -0.95033 -0.010 -0.037 0.102 0.33
H 0.60286 1.93354 0.87457 -0.037 -0.141 -0.054 0.25
H -0.48700 1.91153 -0.60831 0.156 0.009 0.087 0.27
H 1.12942 0.29407 -1.72772 -0.208 -0.157 0.146 0.34
```
Forces are in eV/Å.

Values from the calculation:
Total charge: 0
Lowest unoccupied orbital energy (eV): 0.789
Gap between HOMO and LUMO (eV): 11.14


| no. | total energy (a.u.) |
| --- | --- |
| 1 | -302.15820 |
| 2 | -344.55155 |